This record from the OMol25 dataset describes the ion C6H8N with charge +1. The level of theory is ωB97M-V with the def2-TZVPD basis set.

Computed properties:
E_HOMO (spin up / spin down): -9.4 / -14.0 eV
energy relative to the best compared isomer or geometry (same formula, charge and spin): 3.219 eV
expectation value of S²: 2.030
E_tot: -287.62892 Eh

Structure (ORCA input):
```
! RIJCOSX wB97M-V def2-TZVPD def2/J DEFGRID3
* xyz 1 3
C 1.194 1.585 -0.717
N -2.560 -1.271 -1.278
C -1.386 -0.561 -0.863
C 0.674 0.727 0.145
H -2.938 -1.725 -0.484
C 1.313 0.598 1.357
H 2.314 -0.288 2.777
C 1.645 -0.489 1.992
H -3.275 -0.583 -1.747
H 1.451 1.599 1.852
H 0.796 1.596 -1.723
C -0.372 -0.112 -0.365
H 1.531 -1.396 1.438
H 1.885 2.341 -0.319
H -2.273 -2.020 -2.064
*
```

=====

This record from the OMol25 dataset describes the molecule C6H8N2. The level of theory is ωB97M-V with the def2-TZVPD basis set.

Computed properties:
E_HOMO: -8.0 eV
SMILES string: C=c1ncn(C)c1=C
energy relative to the best compared isomer or geometry (same formula, charge and spin): 2.638 eV
E_tot: -342.83700 Eh

Structure (ORCA input):
```
! RIJCOSX wB97M-V def2-TZVPD def2/J DEFGRID3
* xyz 0 1
C -0.545 0.226 -0.074
C -0.373 0.820 2.605
C -1.797 0.302 -0.457
H -0.063 -0.044 -2.630
C 0.630 -0.833 -2.055
H 0.043 -1.726 -2.123
H -1.365 1.239 2.752
N 1.476 -0.003 1.325
H 1.681 -0.766 -2.342
N 0.575 -0.254 -0.778
H 0.250 0.997 3.558
C 1.612 -0.429 0.132
H -2.567 0.644 0.228
H -2.254 0.181 -1.430
C 0.206 0.457 1.519
H 2.492 -0.812 -0.229
*
```

=====

This record from the OMol25 dataset describes the molecule C6H8N2. The level of theory is ωB97M-V with the def2-TZVPD basis set.

Computed properties:
E_HOMO (spin up / spin down): -6.8 / -8.4 eV
energy relative to the best compared isomer or geometry (same formula, charge and spin): 6.574 eV
E_tot: -342.69233 Eh

Structure (ORCA input):
```
! RIJCOSX wB97M-V def2-TZVPD def2/J DEFGRID3
* xyz 0 1
C -0.346 2.444 -0.606
H 1.219 -3.089 -1.001
H 2.097 -0.744 0.684
H 1.236 0.692 1.085
C -1.217 -1.037 0.464
C 1.337 -0.066 0.301
N -1.496 0.301 0.075
C 0.193 -1.419 0.049
N -2.090 -1.706 1.072
H 1.721 0.373 -0.620
H -1.140 3.102 -0.243
H 0.618 2.764 -0.207
C 0.510 -2.557 -0.401
H -0.301 2.519 -1.695
H -1.734 -2.635 1.285
C -0.608 1.056 -0.242
*
```

=====

This record from the OMol25 dataset describes a structure of composition C6H8N2. The level of theory is ωB97M-V with the def2-TZVPD basis set.

Computed properties:
E_HOMO: -8.5 eV
energy relative to the best compared isomer or geometry (same formula, charge and spin): 3.003 eV
E_tot: -342.82358 Eh

Structure (ORCA input):
```
! RIJCOSX wB97M-V def2-TZVPD def2/J DEFGRID3
* xyz 0 1
H -1.843 -1.107 0.443
C -1.004 -0.428 0.384
H -1.512 1.398 1.417
H 0.845 -1.300 -2.021
H -1.304 0.284 -1.973
C 1.246 0.176 0.193
H 0.836 -1.927 0.682
N 0.459 1.196 0.855
C -0.572 0.114 -1.160
H -0.671 0.100 2.325
C 0.467 1.121 -0.619
H 0.895 1.913 -1.164
N 0.114 -1.234 -1.345
H 2.286 0.171 0.468
C 0.481 -1.103 0.108
C -0.722 0.626 1.407
*
```

=====

This record from the OMol25 dataset describes the molecule C6H8N2. The level of theory is ωB97M-V with the def2-TZVPD basis set.

Computed properties:
E_HOMO: -8.7 eV
energy relative to the best compared isomer or geometry (same formula, charge and spin): 5.159 eV
E_tot: -342.74434 Eh

Structure (ORCA input):
```
! RIJCOSX wB97M-V def2-TZVPD def2/J DEFGRID3
* xyz 0 1
C -0.616 0.923 0.195
H -0.215 0.178 2.294
H 0.531 -2.288 0.399
C 0.203 0.658 -0.883
C 0.218 -1.141 0.245
H -1.433 1.578 0.611
C 0.131 0.039 1.207
N 1.551 0.365 0.976
H -2.125 0.453 -1.299
H -1.631 -1.743 0.040
H 0.607 1.443 -1.559
H 2.102 -0.353 -1.192
C -1.241 0.110 -0.838
N -0.972 -1.265 -0.523
C 1.275 -0.287 -0.261
H 1.615 1.330 0.590
*
```

=====

This record from the OMol25 dataset describes the molecule C6H8N2. The level of theory is ωB97M-V with the def2-TZVPD basis set.

Computed properties:
E_HOMO (spin up / spin down): -7.0 / -7.0 eV
SMILES string: C#CC(=C)/N=C(/C)N
energy relative to the best compared isomer or geometry (same formula, charge and spin): 4.894 eV
E_tot: -342.75409 Eh

Structure (ORCA input):
```
! RIJCOSX wB97M-V def2-TZVPD def2/J DEFGRID3
* xyz 0 1
H -0.554 1.049 -1.943
H 3.388 0.343 0.363
C -0.094 -2.301 -0.495
H -2.460 0.433 1.108
C -0.597 0.687 0.060
H -1.003 0.476 2.148
H -0.446 -3.293 -0.661
C -1.484 0.898 1.263
H 3.093 -1.264 -0.545
N 0.731 1.027 0.229
C 1.391 -0.071 -0.132
H -1.626 1.970 1.415
H -2.175 0.678 -1.273
N -1.193 0.901 -1.172
C 0.320 -1.183 -0.250
C 2.707 -0.349 -0.115
*
```